[1]
# C37H44BF40INO10S

A 6-piece molecular cluster, C37H44BF40INO10S overall at a distorted geometry (ωB97M-V with the def2-TZVPD basis set, OMol25).

The value obtained for the highest occupied orbital energy is -0.171 Eh. The charge is -1. As for the electronic energy: -189354.157 eV.

```
135
Properties=species:S:1:pos:R:3:lowdin_charge:R:1
C 10.288 1.864 2.769 -0.09
C 10.319 3.343 2.078 -0.24
O 9.688 3.499 0.790 -0.15
C 8.295 3.106 0.680 -0.27
C 8.230 1.652 -0.047 -0.13
C 7.956 0.345 0.878 -0.26
C 8.984 -0.870 0.420 -0.55
S 8.689 -1.245 -1.392 0.60
C 7.325 3.356 1.962 -0.35
O 7.411 4.476 2.737 -0.19
O 6.165 2.494 2.371 -0.26
C 7.671 4.170 -0.465 -0.15
O 6.261 3.880 -0.795 -0.18
C 5.564 5.064 -1.318 -0.23
C 4.131 5.391 -0.557 -0.68
I 4.302 5.598 1.616 0.84
C 2.924 4.351 -0.974 -0.31
C 3.021 2.883 -0.236 -0.17
B 8.659 4.395 -1.752 -0.39
N 9.383 3.342 -2.563 0.10
O 8.836 5.819 -2.208 0.00
H 11.114 1.847 3.627 0.09
H 10.561 0.987 2.044 0.07
H 9.258 1.746 3.313 0.08
H 9.977 4.115 2.922 0.13
H 11.477 3.597 1.922 0.13
H 7.467 1.583 -0.963 0.13
H 9.299 1.485 -0.555 0.11
H 6.866 -0.053 0.600 0.10
H 7.939 0.533 2.036 0.10
H 10.107 -0.597 0.619 0.07
H 8.707 -1.858 1.018 0.08
H 9.865 -1.054 -2.147 -0.14
H 7.647 5.211 0.120 0.16
H 6.188 6.058 -1.287 0.13
H 5.302 4.869 -2.448 0.13
H 3.795 6.458 -0.969 0.08
H 2.892 4.271 -2.163 0.11
H 1.887 4.827 -0.659 0.10
H 2.419 2.112 -0.896 0.08
H 2.543 2.942 0.855 0.07
H 4.128 2.495 -0.155 0.08
H 8.784 2.472 -2.655 0.08
H 10.250 3.099 -2.024 0.08
H 9.820 5.880 -2.453 0.11
C 5.413 8.256 -6.156 -0.05
C 5.872 9.684 -5.822 -0.43
C 6.341 9.890 -4.386 -0.29
F 5.364 9.641 -3.483 0.09
F 6.722 11.181 -4.188 0.09
F 4.885 10.559 -6.153 0.12
F 6.919 9.977 -6.657 0.10
O 4.003 8.022 -6.114 0.03
C 3.472 7.727 -4.822 -0.48
C 2.483 8.792 -4.330 -0.26
F 3.062 10.017 -4.258 0.09
F 2.033 8.502 -3.079 0.09
F 4.491 7.512 -3.958 0.12
F 2.832 6.532 -4.950 0.13
H 5.683 8.082 -7.205 0.15
H 5.973 7.494 -5.601 0.15
H 7.199 9.253 -4.153 0.18
H 1.620 8.866 -4.998 0.17
C 2.440 -2.219 4.020 -0.06
C 1.132 -1.915 3.271 -0.43
C 1.063 -2.461 1.849 -0.29
F 2.026 -1.944 1.050 0.09
F -0.125 -2.139 1.270 0.08
F 0.903 -0.575 3.301 0.12
F 0.113 -2.481 3.993 0.09
O 3.417 -1.176 4.028 0.04
C 4.265 -1.125 2.881 -0.47
C 4.088 0.166 2.070 -0.27
F 2.811 0.311 1.634 0.07
F 4.877 0.159 0.961 0.07
F 4.085 -2.244 2.142 0.11
F 5.538 -1.194 3.359 0.14
H 2.169 -2.343 5.076 0.15
H 2.872 -3.186 3.735 0.14
H 1.152 -3.551 1.837 0.17
H 4.342 1.044 2.668 0.16
C -3.499 -0.737 0.747 -0.05
C -3.040 0.692 1.081 -0.43
C -2.571 0.898 2.516 -0.28
F -3.547 0.648 3.419 0.08
F -2.190 2.188 2.715 0.10
F -4.027 1.566 0.750 0.12
F -1.993 0.984 0.245 0.11
O -4.908 -0.971 0.789 0.03
C -5.440 -1.265 2.081 -0.46
C -6.429 -0.201 2.573 -0.27
F -5.849 1.024 2.645 0.09
F -6.878 -0.491 3.823 0.10
F -4.421 -1.481 2.944 0.13
F -6.079 -2.461 1.952 0.12
H -3.229 -0.911 -0.302 0.15
H -2.938 -1.498 1.302 0.14
H -1.713 0.260 2.750 0.17
H -7.291 -0.127 1.905 0.16
C -9.765 -4.604 -0.284 -0.05
C -9.307 -3.175 0.050 -0.42
C -8.838 -2.969 1.486 -0.28
F -9.814 -3.218 2.389 0.09
F -8.457 -1.679 1.684 0.07
F -10.294 -2.301 -0.281 0.13
F -8.259 -2.883 -0.785 0.11
O -11.175 -4.838 -0.242 0.03
C -11.707 -5.132 1.050 -0.47
C -12.696 -4.068 1.542 -0.26
F -12.116 -2.843 1.615 0.09
F -13.145 -4.358 2.793 0.09
F -10.687 -5.347 1.914 0.13
F -12.346 -6.327 0.922 0.13
H -9.496 -4.778 -1.333 0.15
H -9.205 -5.365 0.271 0.14
H -7.980 -3.607 1.719 0.17
H -13.558 -3.993 0.874 0.18
C -11.165 -9.257 0.098 -0.06
C -9.828 -9.456 -0.633 -0.43
C -9.944 -9.692 -2.135 -0.29
F -10.647 -10.810 -2.429 0.08
F -8.714 -9.859 -2.690 0.09
F -9.132 -10.453 -0.026 0.13
F -9.089 -8.318 -0.438 0.10
O -11.702 -10.410 0.752 0.04
C -12.461 -11.286 -0.080 -0.48
C -11.823 -12.675 -0.219 -0.26
F -10.574 -12.600 -0.746 0.09
F -12.548 -13.466 -1.054 0.09
F -12.688 -10.686 -1.271 0.12
F -13.679 -11.400 0.519 0.14
H -10.969 -8.552 0.914 0.14
H -11.913 -8.753 -0.525 0.14
H -10.420 -8.843 -2.635 0.18
H -11.750 -13.173 0.751 0.18
```

***

[2]
# C37H44ClN5Si3Ta

C37H44ClN5Si3Ta as an isolated structure (ωB97M-V with the def2-TZVPD basis set, OMol25).

The value obtained for the highest occupied orbital energy is -0.590 Eh. The charge is +3. As for the electronic energy: -84221.781 eV. For the energy relative to the best compared isomer or geometry (same formula, charge and spin), the calculation gives 0.758 eV.

```
91
Properties=species:S:1:pos:R:3:lowdin_charge:R:1
Ta -0.084 -0.136 0.262 1.88
C -3.315 3.090 -0.893 0.01
C -2.165 2.478 -0.402 -0.11
N -1.971 1.154 -0.371 0.04
C -3.030 0.395 -0.802 -0.17
C -4.209 0.924 -1.358 -0.12
C -4.333 2.321 -1.400 0.07
C -5.199 0.029 -1.834 0.02
C -4.997 -1.317 -1.737 -0.01
C -3.831 -1.838 -1.133 0.04
C -2.876 -0.984 -0.647 -0.23
N -1.675 -1.304 0.012 -0.13
C -1.393 -2.683 0.212 -0.25
C -2.196 -3.630 0.789 -0.01
C -1.794 -4.984 0.776 -0.01
C -0.647 -5.380 0.140 0.03
C 0.184 -4.416 -0.481 -0.13
C 1.284 -4.700 -1.320 0.07
C 1.919 -3.671 -1.973 0.01
C 1.562 -2.348 -1.695 -0.10
N 0.582 -2.032 -0.855 -0.03
C -0.175 -3.066 -0.360 -0.19
H -3.378 4.168 -0.872 0.13
H -1.396 3.119 -0.007 0.10
H -5.226 2.776 -1.813 0.15
H -6.103 0.427 -2.274 0.14
H -5.741 -2.006 -2.112 0.13
H -3.716 -2.910 -1.062 0.12
H -3.143 -3.352 1.235 0.14
H -2.432 -5.723 1.242 0.13
H -0.382 -6.428 0.080 0.14
H 1.592 -5.727 -1.477 0.15
H 2.718 -3.860 -2.676 0.13
H 2.118 -1.533 -2.140 0.13
C -1.630 0.026 5.122 -0.15
Si -1.526 -0.805 3.451 0.46
C -3.224 -0.510 2.716 -0.15
C -1.238 -2.627 3.770 -0.16
C -0.036 -0.070 2.325 -0.55
Si 1.625 -0.752 3.245 0.48
C 1.888 -2.561 2.778 -0.17
C 3.099 0.368 2.899 -0.17
C 1.556 -0.809 5.106 -0.16
Si -0.094 1.844 2.708 0.49
C 0.821 2.475 4.189 -0.13
C -1.812 2.581 2.766 -0.15
C 0.644 2.653 1.130 -0.28
C 1.075 3.974 1.038 -0.01
C 1.305 4.555 -0.200 0.02
C 1.078 3.813 -1.357 0.00
C 0.679 2.504 -1.222 -0.15
N 0.501 1.936 -0.012 -0.20
H -2.478 -0.483 5.596 0.07
H -1.890 1.082 5.108 0.03
H -0.779 -0.114 5.778 0.02
H -3.877 -1.301 3.096 0.06
H -3.320 -0.501 1.637 0.00
H -3.630 0.427 3.101 0.04
H -2.215 -3.065 3.995 0.06
H -0.622 -2.778 4.656 0.04
H -0.802 -3.195 2.955 0.01
H 1.361 -2.936 1.899 0.01
H 1.552 -3.166 3.620 0.05
H 2.956 -2.763 2.659 0.05
H 2.952 1.161 2.165 0.02
H 3.961 -0.224 2.586 0.04
H 3.386 0.839 3.840 0.05
H 0.854 -1.520 5.531 0.03
H 1.448 0.151 5.605 0.04
H 2.561 -1.177 5.351 0.07
H 0.406 2.076 5.113 0.05
H 0.634 3.554 4.210 0.06
H 1.896 2.322 4.182 0.03
H -2.210 2.552 3.779 0.05
H -2.544 2.121 2.108 0.02
H -1.728 3.639 2.500 0.06
H 1.208 4.552 1.943 0.13
H 1.638 5.583 -0.269 0.14
H 1.216 4.239 -2.340 0.14
H 0.500 1.880 -2.093 0.14
Cl 5.393 2.269 -1.172 0.79
C 4.561 0.873 -0.633 -0.62
C 5.233 -0.302 -0.336 -0.01
C 4.471 -1.371 0.100 0.00
C 3.102 -1.234 0.211 -0.21
N 2.431 -0.104 -0.087 -0.02
C 3.185 0.931 -0.495 -0.15
H 6.308 -0.370 -0.442 0.14
H 4.931 -2.315 0.359 0.14
H 2.518 -2.075 0.540 0.07
H 2.711 1.866 -0.728 0.08
```

***

Question: What is the highest occupied orbital energy in the first record?
Answer: -0.171 Eh